197
Properties=species:S:1:pos:R:3 method="wB97M-V/def2-TZVPD" smiles=COC[C@H](C)N.COC[C@H](C)N.COC[C@H](C)N.COC[C@H](C)N.COC[C@H](C)N.COC[C@H](C)N.COC[C@H](C)N.COC[C@H](C)N.COC[C@H](C)N.COC[C@H](C)N.COC[C@H](C)N.OCCO relative_energy_kcal_mol=0.0 total_energy_ev=-92764.5847 homo_ha=-0.320 homo_lumo_gap_ev=9.2
C 11.178 -35.009 -5.790
H 23.460 -28.102 -5.955
H 12.156 -24.257 -12.498
H 11.962 -31.965 -8.130
H 13.900 -24.121 -13.003
H 23.670 -24.499 -8.843
O 14.614 -28.264 -6.550
C 22.273 -26.306 -11.221
N 17.615 -32.447 -7.852
H 11.948 -27.599 -10.690
C 16.989 -32.118 -9.140
H 12.645 -25.142 -13.893
H 10.218 -33.152 -5.215
C 15.805 -34.431 -5.471
H 16.892 -34.340 -5.583
H 15.344 -26.243 -8.661
H 12.694 -25.427 -2.574
C 15.566 -29.294 -6.290
H 16.034 -24.229 -8.633
H 12.516 -27.183 -3.989
C 17.432 -25.213 -6.631
C 23.039 -31.422 -7.467
C 21.024 -27.972 -4.399
C 20.828 -31.607 -6.643
N 24.936 -30.699 -6.125
O 20.129 -28.128 -3.308
N 13.456 -27.578 -3.962
H 11.695 -25.964 -0.476
H 12.903 -26.369 0.855
N 10.221 -35.897 -5.108
H 20.168 -31.429 -5.793
H 15.810 -29.044 -5.252
O 22.066 -30.943 -6.580
N 15.190 -33.186 -5.951
H 15.462 -32.484 -5.273
H 21.004 -29.084 -7.779
H 17.668 -31.908 -4.066
H 11.325 -33.740 -4.013
H 11.522 -30.968 -5.778
H 14.176 -33.281 -5.892
H 18.284 -33.195 -8.036
H 14.779 -25.090 -10.945
H 13.198 -31.068 -5.144
H 17.469 -30.731 -10.753
H 25.700 -32.073 -8.329
H 23.240 -26.553 -5.057
H 24.446 -27.732 -4.592
C 16.371 -33.299 -9.880
N 16.828 -23.645 -8.388
H 21.597 -25.010 -9.748
H 12.963 -24.887 0.019
H 18.846 -24.867 -9.811
O 16.985 -31.106 -2.293
H 14.420 -27.538 -10.318
H 17.071 -28.059 -7.197
C 15.658 -34.602 -3.957
H 21.350 -26.815 -11.479
H 10.285 -29.215 -11.748
H 19.393 -28.605 -8.184
O 13.645 -26.531 -1.037
H 14.674 -34.253 -3.634
H 18.197 -37.365 -6.696
H 10.340 -36.799 -5.559
C 17.974 -31.304 -9.975
H 18.587 -30.658 -9.346
H 26.282 -30.462 -8.371
H 18.130 -30.172 -3.787
H 22.548 -27.793 -2.994
O 20.935 -27.524 -9.112
N 23.693 -25.171 -9.597
C 10.793 -34.848 -7.266
C 22.455 -28.234 -3.991
H 17.201 -33.886 -10.288
C 23.427 -27.626 -4.974
C 25.360 -31.040 -8.447
H 24.069 -24.723 -10.421
H 17.144 -24.539 -5.826
H 13.211 -30.729 -8.205
C 13.801 -26.711 -9.948
H 10.807 -32.465 -10.063
C 18.376 -25.466 -9.016
H 16.381 -34.032 -3.373
H 15.733 -33.936 -9.261
C 14.356 -26.532 -3.396
H 24.304 -30.460 -5.369
O 12.225 -32.856 -5.639
H 16.609 -25.876 -6.895
C 13.679 -25.797 -2.260
H 13.073 -24.768 -10.462
H 15.436 -30.006 -0.493
H 20.265 -27.509 -7.162
H 14.242 -27.965 -5.689
H 23.095 -26.991 -11.462
H 18.461 -27.746 -10.378
H 9.742 -34.576 -7.352
N 22.748 -29.673 -3.865
H 17.107 -23.157 -9.232
H 9.764 -32.974 -12.394
N 14.324 -26.266 -8.647
H 20.718 -28.609 -5.241
C 14.396 -31.780 -0.895
H 16.872 -32.876 -7.303
C 14.647 -25.548 -4.512
O 16.354 -36.747 -6.131
H 11.866 -29.454 -12.322
H 22.077 -26.418 -7.801
H 12.182 -35.385 -5.582
H 18.729 -23.819 -7.663
C 14.886 -30.404 -1.356
C 17.944 -31.144 -3.331
H 18.234 -35.832 -5.950
H 18.290 -25.762 -6.230
H 15.254 -32.438 -0.757
O 13.345 -25.920 -12.172
H 15.276 -26.991 -3.030
H 17.863 -30.711 -7.087
C 10.911 -31.426 -10.408
H 13.863 -33.047 -10.391
H 22.638 -31.430 -8.493
C 12.205 -31.521 -5.133
N 9.659 -31.968 -12.528
H 16.771 -27.702 -10.776
H 18.382 -27.900 -4.524
H 25.747 -30.103 -6.031
H 10.586 -29.741 -13.427
H 13.110 -29.817 -0.801
H 15.327 -35.507 -7.339
H 20.903 -26.955 -4.807
H 16.037 -29.405 -2.859
H 22.969 -27.612 -8.846
H 17.593 -35.904 -7.594
H 11.488 -34.239 -7.845
H 18.888 -31.454 -2.879
C 17.912 -24.506 -7.904
H 15.218 -30.334 -6.328
H 24.184 -29.534 -7.665
C 12.736 -25.955 -0.139
H 25.003 -30.950 -9.478
C 10.866 -31.342 -11.943
H 15.169 -25.986 -5.358
C 14.457 -32.277 -10.896
C 11.197 -33.645 -5.100
C 20.390 -28.206 -7.994
H 22.503 -30.068 -4.779
H 16.197 -31.383 -8.958
H 15.351 -24.820 -4.094
H 9.279 -35.591 -5.327
C 13.767 -25.505 -10.875
H 8.867 -31.734 -11.928
C 16.788 -29.114 -7.183
H 17.840 -26.347 -11.351
H 13.730 -32.170 -1.667
H 13.963 -32.051 -11.840
C 10.861 -29.892 -12.385
H 21.011 -32.686 -6.696
C 15.413 -35.681 -6.260
H 14.212 -27.040 -7.986
H 23.287 -32.475 -7.272
H 18.205 -27.963 -2.755
H 14.491 -31.325 -10.357
C 13.019 -24.756 -12.947
C 24.316 -30.606 -7.443
H 11.733 -31.840 -12.379
H 18.709 -31.912 -10.517
H 11.777 -26.537 -9.259
H 11.972 -31.519 -4.065
O 17.298 -26.263 -9.418
H 15.736 -35.652 -3.662
O 17.893 -29.826 -6.659
C 12.406 -27.283 -9.754
H 9.989 -30.944 -10.044
H 13.928 -31.746 0.089
C 15.759 -30.425 -2.579
C 18.835 -27.610 -3.569
C 22.163 -26.876 -8.792
H 19.269 -25.987 -8.648
C 17.625 -27.064 -10.556
H 13.914 -28.553 -1.367
C 12.187 -30.952 -8.493
H 13.301 -28.323 -3.259
H 12.411 -28.160 -9.101
O 15.759 -32.809 -11.064
C 22.388 -25.770 -9.824
H 22.434 -25.485 -11.930
H 13.787 -25.015 -4.919
H 15.296 -31.019 -3.371
H 11.422 -30.352 -7.982
H 14.472 -36.115 -5.920
H 16.584 -29.446 -8.205
H 10.887 -35.826 -7.754
H 18.917 -26.519 -3.593
H 22.056 -30.106 -3.255
H 14.222 -24.875 -2.005
O 12.055 -30.824 -9.882
C 17.631 -36.436 -6.640
H 20.238 -31.262 -7.499
N 13.708 -29.529 -1.571